No. 1
Here is C40H30IN7PSrTe as an isolated structure from the OMol25 dataset. Energies are from ωB97M-V/def2-TZVPD.

Properties
electronic energy: -77917.46835 eV
gap between HOMO and LUMO (spin up / spin down): 4.5 / 4.4 eV
HOMO (spin up / spin down): -0.107 / -0.102 Ha
charge: -1
energy above the lowest of the compared OMol25 structures with the same formula, charge and spin: 21.6 kcal per mole

Last column: Mulliken charge in e.
Cartesian coordinates (Å):
H: -0.822 -2.270 -6.043  0.33
H: -1.140 4.907 2.954  0.41
C: 5.502 -2.868 0.440  -0.28
Sr: 2.073 -0.091 -0.142  1.78
H: -3.707 2.997 -3.147  0.36
C: 3.876 3.795 -3.732  -0.60
H: -1.462 3.216 1.197  0.44
H: -0.004 -0.633 -1.442  -1.48
H: 5.256 -3.772 -2.662  0.38
N: 2.946 -0.608 1.982  -0.14
H: 0.480 -0.209 -5.689  0.46
Te: 1.728 2.864 0.600  -0.11
C: -2.695 -0.747 2.045  1.03
C: 4.373 -2.045 0.568  0.08
N: 3.543 -1.826 -0.516  -0.42
N: 1.156 0.832 -3.500  -0.95
H: 4.768 5.454 -2.685  0.35
C: -3.610 1.267 -0.234  -0.35
I: 0.218 -2.647 1.864  0.18
C: -1.259 2.904 2.211  -0.34
C: 3.038 2.705 -3.625  -0.53
C: -3.398 -4.820 1.016  -0.83
H: 2.229 0.322 3.760  0.56
C: -4.951 -0.676 2.949  -0.76
C: 0.392 -0.282 -3.547  -0.25
C: -1.921 2.323 -2.171  -0.65
H: -1.262 -5.020 0.832  0.43
C: 3.889 -2.460 -1.651  -0.60
C: 4.028 -1.448 1.818  0.27
H: -3.578 0.977 2.921  0.48
C: -2.233 1.120 -0.095  0.49
H: 3.721 4.873 -0.539  0.34
C: -1.178 1.550 2.519  0.33
C: 4.989 -3.265 -1.744  -0.46
H: 2.835 2.077 -4.478  0.39
H: -1.735 -3.520 -4.088  0.40
H: 3.232 -2.295 -2.501  0.48
C: -4.163 -2.713 1.920  0.67
C: 3.530 4.254 -1.408  -0.61
H: -0.319 1.552 -0.980  0.35
C: -0.789 3.467 4.503  -0.55
P: -1.338 0.228 1.256  1.38
H: -1.250 2.717 -2.923  0.54
C: -0.909 -2.140 -2.661  -0.82
C: -2.850 -2.152 1.803  0.15
N: 3.965 -0.922 3.859  0.11
H: -5.433 -4.399 1.504  0.36
C: -4.134 1.950 -1.323  -0.63
C: -3.725 -0.065 2.666  -1.15
H: -3.594 -5.824 0.662  0.39
C: -1.071 3.856 3.203  -0.54
C: -0.692 2.118 4.816  -0.71
H: -0.818 0.108 4.066  0.43
N: 5.832 -3.478 -0.676  -0.77
C: 2.680 3.160 -1.270  0.10
C: 2.430 2.353 -2.401  -0.26
H: 4.231 -0.919 4.826  0.19
C: -1.153 -2.619 -3.942  -0.60
H: -4.285 0.854 0.501  0.27
C: -3.294 2.476 -2.293  -0.85
C: -0.880 1.166 3.828  -0.54
H: -0.641 4.214 5.273  0.36
C: -2.078 -4.356 1.080  -0.62
N: 1.609 1.221 -2.324  1.01
H: 6.145 -3.023 1.300  0.44
C: 0.094 -0.768 -4.846  -0.46
C: -4.415 -4.028 1.472  -0.81
C: 2.943 -0.313 3.260  -0.54
C: -1.395 1.652 -1.079  -0.13
C: 4.126 4.584 -2.614  -0.62
H: 4.341 4.017 -4.685  0.35
H: -6.166 -2.404 2.641  0.36
C: -0.151 -1.003 -2.453  2.15
H: -0.466 1.809 5.829  0.41
C: -5.191 -1.950 2.513  -0.87
H: -5.208 2.066 -1.413  0.40
N: 4.681 -1.656 2.967  -0.84
H: -1.328 -2.669 -1.811  0.42
C: -0.644 -1.913 -5.035  -0.47
C: -1.817 -3.070 1.482  -0.07
H: -5.726 -0.119 3.461  0.38

***

No. 2
Here is C40H31BrF4GaN4PTe as an isolated structure from the OMol25 dataset. Energies are from ωB97M-V/def2-TZVPD.

Properties
electronic energy: -197802.24841 eV
gap between HOMO and LUMO: 7.5 eV
HOMO: -0.477 Ha
charge: +2

Last column: Mulliken charge in e.
Cartesian coordinates (Å):
C: 2.081 -2.619 0.504  0.05
C: 3.261 -3.729 2.285  -0.76
C: -3.197 -1.690 -1.479  -1.17
C: -5.756 0.128 1.522  -0.82
H: 2.232 -3.829 4.166  0.48
C: 2.352 1.012 -3.430  -0.33
H: -7.478 0.340 0.261  0.42
C: -3.808 1.383 0.874  0.22
C: 3.194 -3.305 0.965  -0.66
H: -0.932 0.185 6.992  0.46
Te: -1.912 2.293 1.185  0.28
N: -0.081 0.076 3.225  0.48
H: 0.241 -2.623 3.351  0.45
C: -0.605 4.964 -3.143  0.54
C: 2.794 -1.703 -3.816  -1.02
H: -0.350 -1.831 -0.053  0.40
N: -0.126 -1.607 0.916  -0.01
C: -5.815 1.487 -0.456  -0.72
C: -1.349 -1.043 -3.459  -0.48
C: -1.351 -0.053 3.670  -0.11
C: 4.205 0.412 0.172  -0.83
H: 1.093 -2.016 -2.562  0.66
C: -3.335 -2.213 -2.754  -0.85
C: 3.617 -0.771 -4.435  -0.67
C: -4.444 0.516 1.757  0.23
C: -0.661 2.599 -3.485  0.40
C: -0.107 2.335 -2.236  -0.46
C: 0.243 3.454 -1.473  -0.35
C: 0.877 0.194 4.138  0.42
H: 4.008 -3.516 0.283  0.50
C: 1.082 -2.792 2.689  -0.65
P: 0.163 0.596 -1.695  1.49
H: 2.191 2.074 -3.287  0.51
C: -0.009 4.742 -1.910  0.27
C: 3.397 0.584 -4.236  -0.86
H: -2.503 -2.311 -4.731  0.48
C: -0.698 0.137 5.937  -0.68
F: -0.946 1.606 -4.322  -0.32
C: -2.404 -1.895 -3.738  -0.90
H: 4.695 -0.009 3.475  0.50
C: -4.496 1.864 -0.237  -0.45
C: 2.849 0.530 0.238  -0.56
F: 0.317 5.791 -1.168  -0.31
H: -6.343 1.874 -1.317  0.44
H: 4.419 -1.101 -5.081  0.44
C: 2.795 0.274 2.517  0.36
C: 1.033 -2.361 1.372  -0.05
H: 4.127 -4.272 2.638  0.45
H: 5.979 0.096 1.368  0.48
H: -2.095 -0.177 2.897  -0.18
H: 2.958 -2.761 -3.974  0.51
H: -0.633 -0.823 -4.237  0.53
H: 2.033 -2.290 -0.526  0.28
N: 2.195 0.232 3.751  0.23
F: -1.443 4.066 -5.139  -0.28
H: -3.905 -1.943 -0.700  0.51
H: -0.929 -1.897 1.472  0.54
H: -4.160 -2.873 -2.984  0.46
Br: 1.166 3.348 0.177  0.05
C: 4.903 0.204 1.362  -0.97
H: -2.746 -0.137 5.275  0.55
N: 2.109 0.452 1.375  0.46
H: -4.009 2.538 -0.930  0.37
C: -2.143 -0.833 -1.200  -0.14
H: 2.297 0.704 -0.663  0.37
C: -1.710 -0.036 4.988  -0.81
H: -2.044 -0.430 -0.201  0.00
C: 0.601 0.237 5.512  -1.16
C: -0.917 3.881 -3.942  0.32
C: 4.193 0.142 2.528  -0.72
H: -6.247 -0.546 2.213  0.44
F: -0.846 6.190 -3.555  -0.27
C: 2.200 -3.477 3.143  -0.74
C: -6.446 0.621 0.423  -0.53
H: -3.951 0.152 2.646  0.40
H: 1.414 0.353 6.217  0.57
C: 1.750 -1.279 -3.010  -0.74
Ga: -0.006 0.525 1.075  1.73
H: 4.034 1.314 -4.720  0.48
C: -1.224 -0.479 -2.187  0.94
H: 4.703 0.479 -0.785  0.61
C: 1.509 0.084 -2.821  0.53
H: 2.846 0.197 4.519  0.26

***

No. 3
Here is C40H31BrN2O6Os as an isolated structure from the OMol25 dataset. Energies are from ωB97M-V/def2-TZVPD.

Properties
electronic energy: -129757.55183 eV
gap between HOMO and LUMO (spin up / spin down): 7.7 / 7.6 eV
HOMO (spin up / spin down): -0.327 / -0.328 Ha

Last column: Mulliken charge in e.
Cartesian coordinates (Å):
H: -2.644 0.915 3.536  0.56
C: -1.800 1.436 -3.061  0.54
C: 4.208 1.499 -1.625  -0.28
H: -3.414 -4.064 2.192  0.41
O: 1.679 0.491 -0.789  -0.08
C: -5.642 -4.062 -0.353  -0.55
C: 5.489 1.389 -2.132  -0.88
H: -2.974 -0.183 0.644  0.73
C: 0.642 1.577 3.190  -0.80
H: 7.002 -0.016 0.545  0.42
C: 2.397 4.910 1.033  -0.83
C: -0.412 -3.488 4.074  -0.96
C: -1.158 -2.677 3.227  0.07
C: -0.638 1.669 3.708  -1.09
C: -2.124 1.069 -1.643  -0.08
C: -5.053 -4.400 0.855  -0.94
C: -2.778 2.102 -3.796  -0.78
H: -5.502 -2.829 -2.106  0.43
H: -3.416 -1.737 -1.399  0.31
C: -2.543 2.474 -5.108  -0.53
C: -3.274 -2.824 0.445  -0.69
C: 0.869 0.795 2.074  -0.11
H: 3.527 3.203 1.648  0.40
H: 0.602 1.246 -5.448  0.47
C: -1.372 0.143 2.012  0.56
H: -0.397 -3.282 5.137  0.46
C: 0.267 -4.815 2.198  -0.96
N: 1.504 -2.464 -1.553  0.07
H: 2.913 5.581 1.707  0.44
C: -1.641 0.919 3.132  -0.47
O: -1.224 -1.878 -0.292  -0.48
H: 7.508 0.761 -1.746  0.40
C: -3.873 -3.784 1.252  -0.31
H: 2.950 1.049 2.250  0.96
H: -3.297 2.999 -5.678  0.45
H: 0.002 4.901 -1.355  0.47
H: -0.841 2.294 4.568  0.44
C: 2.256 0.610 1.536  -2.11
C: 2.080 2.690 0.142  0.06
C: -0.478 -4.008 1.356  -0.02
C: 4.930 0.521 0.439  -0.27
Br: -0.998 2.654 -7.486  -0.20
H: 1.144 6.445 0.203  0.40
H: -3.728 2.317 -3.325  0.48
C: -0.342 1.488 -4.980  -1.01
C: -2.009 -2.085 0.882  2.35
C: 0.769 4.530 -0.687  -0.79
C: 0.306 -4.556 3.562  -0.55
H: 0.821 -5.650 1.788  0.43
O: -3.277 0.996 -1.276  -0.68
C: -5.049 -3.101 -1.161  -0.85
H: 5.700 1.727 -3.138  0.41
H: -5.506 -5.149 1.491  0.42
C: 2.469 1.214 0.143  2.88
H: 0.890 -5.186 4.220  0.42
C: 1.408 5.396 0.186  -0.62
H: -0.509 -4.210 0.294  0.52
H: 4.737 0.163 1.441  0.39
H: 0.195 0.631 -3.110  0.43
O: 0.762 -1.704 -2.202  -0.45
C: 2.732 3.567 1.007  -0.48
H: 2.473 -0.460 1.475  0.76
Os: 0.146 -0.584 -0.454  1.68
N: -0.144 0.143 1.466  0.63
H: -3.192 -0.894 2.227  0.85
C: -1.191 -2.922 1.860  -0.17
C: 6.504 0.846 -1.352  -0.42
H: 1.471 2.108 3.635  0.54
O: 1.470 -2.154 -0.314  -0.39
C: -1.324 2.157 -5.688  0.06
C: -2.455 -0.725 1.440  -2.33
C: 6.221 0.413 -0.069  -0.99
H: -1.720 -1.856 3.654  0.44
C: -0.582 1.140 -3.659  0.32
H: 3.417 1.921 -2.232  0.46
H: -6.559 -4.544 -0.665  0.39
O: -1.119 0.917 -0.797  -0.48
H: 0.596 2.507 -1.386  0.26
C: -3.874 -2.484 -0.764  -0.24
C: 1.104 3.181 -0.713  0.07
C: 3.914 1.067 -0.333  -0.36

***

No. 4
Here is C40H31Cl5InN3O6S as an isolated structure from the OMol25 dataset. Energies are from ωB97M-V/def2-TZVPD.

Properties
electronic energy: -137357.81279 eV
gap between HOMO and LUMO: 8.3 eV
HOMO: -0.297 Ha

Last column: Mulliken charge in e.
Cartesian coordinates (Å):
H: 3.407 -3.302 -5.654  0.41
C: 2.922 -1.546 -4.518  -0.82
H: -2.394 -1.170 -0.428  0.60
H: -1.966 -3.727 3.734  0.57
H: -3.065 2.537 -5.923  0.40
C: 4.345 -2.611 -0.542  -0.39
C: -0.420 3.122 1.948  1.21
H: -3.471 0.540 1.410  0.15
C: -1.832 -1.394 5.109  -0.98
C: 0.382 2.473 1.003  -1.71
O: 6.595 -4.029 -1.122  -0.64
H: -1.249 3.440 -4.499  0.46
C: 0.816 -1.596 -3.400  0.17
C: -1.515 2.389 -4.441  -0.86
Cl: 1.976 5.680 -0.834  -0.20
S: -0.375 -0.843 -2.306  0.04
H: 1.310 -4.480 -5.083  0.42
C: 2.671 -2.819 -5.023  -0.52
H: 3.848 -1.038 -4.760  0.46
O: 0.848 -2.140 0.022  -0.40
H: -0.066 1.935 -2.898  0.29
C: -2.732 -3.722 1.739  -1.03
C: 3.210 -1.890 -0.172  1.50
N: -3.695 2.492 0.701  0.42
H: -2.744 -1.969 5.005  0.51
Cl: 0.096 7.012 1.248  -0.20
C: -2.209 -0.303 -4.289  -0.39
H: -3.801 4.562 0.396  0.30
C: 4.664 -0.124 0.656  -0.97
C: -0.973 -1.299 4.007  1.24
H: -2.480 -1.353 -4.216  0.42
C: -1.564 -0.754 6.311  -0.80
C: -2.878 0.537 -5.169  -0.75
C: -4.176 1.361 1.485  -0.99
C: 5.759 -0.862 0.312  -0.47
H: -2.243 -0.864 7.148  0.41
C: 1.993 -0.926 -3.698  -0.06
H: -5.374 3.752 0.531  0.33
C: 0.203 5.297 1.157  0.43
C: -0.429 0.037 6.421  -0.69
Cl: -1.320 2.159 3.089  -0.07
H: 4.237 -3.575 -1.024  0.57
C: 0.183 -0.537 4.160  -0.27
O: -2.039 1.336 -0.386  -0.32
Cl: 2.156 2.642 -1.074  -0.12
N: 6.768 -2.933 -0.612  1.02
H: 1.950 -3.354 -1.134  0.33
C: 0.558 -2.871 -3.878  -0.21
H: 2.177 0.057 -3.275  0.38
C: 5.597 -2.127 -0.283  -0.66
O: 0.454 0.115 -1.460  -0.21
H: -0.356 -3.387 -3.597  0.44
C: 1.925 -2.495 -0.436  -0.59
H: -3.674 0.143 -5.791  0.41
H: -3.184 -4.703 1.828  0.38
C: -4.350 3.773 0.908  -0.92
C: -2.673 2.367 -0.154  -0.26
H: 4.772 0.858 1.104  0.49
C: -2.031 -3.176 2.801  -0.46
H: 1.955 0.027 3.322  0.17
C: -2.533 1.881 -5.244  -0.50
H: -2.429 3.306 -0.669  0.36
C: 1.040 4.695 0.224  -0.10
C: -2.235 -1.752 0.469  -0.26
C: -0.841 1.557 -3.558  -0.08
H: 6.761 -0.493 0.481  0.52
H: -4.374 4.006 1.973  0.30
C: -1.194 0.217 -3.503  0.68
H: -4.270 1.660 2.530  0.36
H: 1.251 -1.285 2.593  0.40
C: 0.435 0.142 5.346  -0.30
Cl: -1.630 5.234 3.148  -0.18
H: -5.154 1.034 1.120  0.37
H: -3.502 -3.339 -0.234  0.46
H: -0.214 0.569 7.340  0.41
C: 1.493 -3.482 -4.703  -0.67
C: 3.331 -0.607 0.458  -0.41
C: 1.110 3.302 0.139  1.08
C: -1.405 -1.239 1.474  1.15
O: 7.868 -2.471 -0.358  -0.65
C: -1.404 -1.927 2.712  -0.19
O: 2.342 0.105 0.828  0.07
C: -2.893 -2.969 0.586  -0.96
H: 1.324 0.763 5.419  0.40
C: -0.544 4.505 2.021  -0.16
N: 1.079 -0.405 3.076  -0.33
In: 0.088 0.271 0.851  0.24

***

No. 5
Here is C40H31MoN11O2S2 as an isolated structure from the OMol25 dataset. Energies are from ωB97M-V/def2-TZVPD.

Properties
expectation value of S²: 2.033
multiplicity: 3
electronic energy: -85996.42287 eV
gap between HOMO and LUMO (spin up / spin down): 6.3 / 6.5 eV
HOMO (spin up / spin down): -0.278 / -0.285 Ha
energy above the lowest of the compared OMol25 structures with the same formula, charge and spin: 19.9 kcal per mole

Last column: Mulliken charge in e.
Cartesian coordinates (Å):
C: 2.098 3.730 3.020  -1.18
C: 0.027 -0.442 -2.702  -0.75
H: 3.915 4.606 -1.643  0.55
H: 1.476 -3.732 4.342  0.23
O: -0.691 -1.070 -0.178  1.35
O: -1.150 -2.725 1.281  -0.59
C: 1.880 0.865 -2.272  0.48
C: -0.181 3.686 -0.176  -0.25
H: -0.957 -0.743 -2.392  0.81
C: 1.721 6.971 -0.519  -0.69
N: -4.285 -1.411 3.350  -0.58
C: -1.409 -3.182 -1.039  -0.15
C: -3.162 -4.054 -2.444  -0.76
H: -2.713 -0.405 0.020  0.52
H: -1.874 -5.486 -5.244  0.38
H: 3.735 7.073 -1.249  0.43
N: -1.336 3.840 0.331  -0.54
N: 1.532 1.863 1.654  1.36
N: -0.813 -1.552 6.268  -0.54
H: -3.640 4.190 1.217  0.52
N: 0.680 0.393 -1.875  1.02
C: 3.793 2.216 2.311  -1.14
C: 3.438 3.374 2.971  -0.55
H: 3.520 0.703 -3.613  0.55
N: 1.928 -0.441 0.618  0.93
C: 1.027 -3.748 -1.572  -0.93
C: 1.928 4.263 -0.911  0.55
H: -0.305 6.586 0.154  0.55
H: 1.262 -4.344 -0.687  0.20
H: 0.132 3.205 2.355  0.72
C: -1.829 -0.899 3.984  -0.19
H: -4.225 -4.171 -2.647  0.41
C: 0.759 4.809 -0.411  0.52
C: -1.082 -0.283 3.012  1.10
H: 2.353 -0.979 -5.071  0.44
H: -4.346 -1.903 -0.953  0.32
H: 2.471 -5.189 4.129  0.36
C: 2.802 1.465 1.701  0.24
H: 4.189 3.981 3.465  0.46
C: 2.529 0.331 -3.384  -0.96
C: 2.995 0.110 1.185  -0.57
H: 1.594 -4.145 -2.417  0.39
H: -4.636 -3.487 -0.245  0.56
C: -0.451 -3.793 -1.865  0.73
H: 4.815 1.857 2.284  0.56
S: 2.422 -3.949 2.141  0.08
C: -2.237 -4.631 -3.298  0.75
C: 2.348 -2.214 1.903  0.03
H: -0.146 -4.977 -3.618  0.36
N: -0.485 0.259 2.177  -0.11
C: 0.567 -0.929 -3.868  -1.19
H: -5.475 2.488 1.475  0.44
C: 1.183 2.953 2.348  -0.53
C: 0.625 6.168 -0.219  -0.12
C: -2.679 -5.408 -4.512  -1.56
C: 1.871 -0.574 -4.187  -0.30
C: -4.227 0.903 0.724  -0.86
N: 0.437 2.512 -0.541  0.03
H: -3.494 -2.403 0.521  0.23
C: -4.497 2.209 1.100  -0.64
S: 2.721 -1.074 3.164  -0.25
H: 3.976 -0.309 1.014  0.67
H: 1.374 -2.742 -1.358  -0.01
Mo: 0.198 0.610 0.337  -1.43
C: -2.775 -3.338 -1.315  1.08
H: -2.975 -6.424 -4.234  0.31
C: -2.233 2.781 0.498  0.12
C: -3.863 -2.743 -0.443  -1.95
H: 3.257 -3.607 4.379  0.32
C: 2.901 6.419 -1.017  -0.64
C: -1.265 -1.260 5.246  -0.12
C: -2.959 0.603 0.292  -0.32
H: 1.660 8.042 -0.367  0.42
N: 2.446 2.016 -1.713  -0.49
C: -3.497 3.146 0.971  -0.48
C: -0.889 -4.500 -2.982  -0.88
H: -3.538 -4.935 -4.993  0.38
H: -0.010 -1.610 -4.482  0.50
H: -4.965 0.115 0.808  0.42
C: -3.189 -1.201 3.656  0.08
C: 1.677 2.813 -1.073  0.02
C: 2.407 -4.118 3.937  -0.88
H: 1.764 4.603 3.564  0.51
C: 3.014 5.050 -1.235  -0.51
N: -1.948 1.494 0.202  0.38
N: 2.015 -1.838 0.698  -1.05
C: -1.033 -2.332 0.153  0.33

***

Q: What is the electronic energy in the second record?
A: -197802.24841 eV

***

Q: What is the electronic energy in the fifth record?
A: -85996.42287 eV